No. 1
Formula: C15H16ClNOP2S3Sn
Source: the OMol25 dataset
Level of theory: ωB97M-V/def2-TZVPD

Values from the calculation:
**Calculated total energy**: -88762.92566 eV
**Frontier orbital gap**: 1.57 eV
**ΔE to the lowest compared entry with this formula, charge and spin**: 238.8 kcal/mol
**LUMO energy**: -0.3887 Eh
**Largest force on an atom**: 4.62 eV Å⁻¹

ORCA input file:
```
! RIJCOSX wB97M-V def2-TZVPD def2/J DEFGRID3
* xyz 2 1
C -3.4750 1.9712 -1.0172
C -3.4321 0.4593 -1.6212
S -3.5340 -0.8689 -0.3303
C -3.0232 -0.2273 1.3367
C -1.8356 -1.1401 1.8860
C -2.1554 -2.5337 2.5097
C -1.0256 -3.4702 3.0768
C 0.4932 -3.0704 3.0048
C 0.8181 -1.7012 2.3644
C -0.3137 -0.7482 1.8182
N -0.0202 0.5746 1.2096
P 0.4494 1.7474 2.4826
O -0.9365 2.1869 3.4148
Cl 1.0941 3.5599 1.5291
C 1.0391 0.4789 0.1715
C 0.7589 1.1571 -1.2034
C 1.8651 1.0572 -2.3056
C 3.2407 0.3316 -2.0331
P 4.5241 0.2473 -3.3993
S 3.4911 -0.0813 -5.0848
C 3.5394 -0.3496 -0.6386
C 2.4147 -0.2628 0.4342
S 2.5540 -1.0416 2.1270
H -3.5358 2.6571 -1.9483
H -4.4195 2.1649 -0.3897
H -2.5244 2.2482 -0.4459
H -2.4697 0.3844 -2.2621
H -4.2982 0.4246 -2.3863
H -3.8926 -0.3107 2.0796
H -2.6714 0.8578 1.3493
H -3.2691 -2.8221 2.5474
H -1.3872 -4.4699 3.5045
H 1.3202 -3.7627 3.3927
H -1.3040 3.0536 3.0957
H -0.2482 1.6679 -1.3511
H 1.6073 1.5460 -3.3098
H 5.2282 1.4799 -3.6209
H 5.4133 -0.8915 -3.2663
H 4.5077 -0.9086 -0.4183
Sn 5.4127 -1.5948 -6.3026
*
```

***

No. 2
Formula: C15H16F3NO4
Source: the OMol25 dataset
Level of theory: ωB97M-V/def2-TZVPD

Values from the calculation:
**Calculated total energy**: -33641.36768 eV
**Frontier orbital gap**: 6.86 eV
**ΔE to the lowest compared entry with this formula, charge and spin**: 0.0 kcal/mol
**LUMO energy**: -0.0420 Eh
**Largest force on an atom**: 6.79 eV Å⁻¹

ORCA input file:
```
! RIJCOSX wB97M-V def2-TZVPD def2/J DEFGRID3
* xyz 0 1
O -1.7336 2.4368 -3.0041
C -1.4033 2.5431 -1.7905
O -0.9316 3.7493 -1.1647
C -0.6494 3.3722 0.2121
O -0.1861 4.2755 0.9404
C -1.0423 1.8583 0.5447
C -0.9989 1.0615 1.9240
C -1.7002 1.8721 3.1518
O -0.8887 2.9621 3.6322
C -1.8280 0.7797 4.3565
F -0.6015 0.0242 4.4243
F -2.8537 -0.1714 4.0387
F -1.9903 1.3689 5.6329
C -1.5059 1.3511 -0.6999
C -2.0987 -0.0597 -1.1448
C -1.3766 -1.3401 -0.5019
C 0.2265 -1.3379 -0.6059
C 0.6953 -1.7945 -2.0885
N 2.1935 -1.9774 -2.1546
C 3.0907 -2.1366 -1.0088
C 4.5693 -2.2509 -1.4588
C 4.3934 -2.1623 -3.0212
C 2.8955 -2.0084 -3.4330
H 0.1203 0.9704 2.2095
H -1.5061 0.0410 1.9070
H -2.7569 2.2317 2.8969
H -1.3979 3.4265 4.3458
H -3.2411 -0.0837 -0.9973
H -1.9471 -0.1256 -2.2922
H -1.7356 -2.2552 -1.1180
H -1.7256 -1.5697 0.5788
H 0.5937 -2.1845 0.0956
H 0.7337 -0.3830 -0.2404
H 0.2081 -2.8104 -2.3491
H 0.3664 -1.0510 -2.8956
H 2.7577 -2.1500 0.0888
H 5.5050 -2.3506 -0.8244
H 5.3094 -2.1995 -3.7056
H 2.4408 -1.9222 -4.4807
*
```

***

No. 3
Formula: C15H16MnN4O4
Source: the OMol25 dataset
Level of theory: ωB97M-V/def2-TZVPD

Values from the calculation:
**Calculated total energy**: -61282.55266 eV
**Frontier orbital gap (spin up / spin down)**: 5.11 / 4.97 eV
**ΔE to the lowest compared entry with this formula, charge and spin**: 0.0 kcal/mol
**LUMO energy (spin up / spin down)**: -0.0417 / -0.0469 Eh
**Largest force on an atom**: 4.84 eV Å⁻¹

ORCA input file:
```
! RIJCOSX wB97M-V def2-TZVPD def2/J DEFGRID3
* xyz 0 6
Mn -1.4129 -8.6732 10.9934
O -2.3705 -10.0835 15.9242
C -1.6254 -11.0715 15.6097
C -1.0976 -12.0809 16.5600
C -0.3368 -13.1430 16.1343
C -0.3294 -13.4518 14.7706
C -0.9360 -12.6632 13.7509
C -1.4026 -11.4721 14.1619
C -1.7291 -10.5653 13.0942
O -1.2935 -10.6845 11.9528
N -2.4657 -9.5027 13.4643
N -2.8951 -8.6745 12.4197
C -3.9376 -7.8895 12.4464
C -4.2489 -7.2844 11.1362
C -5.4134 -6.5728 10.7577
C -5.5907 -6.3522 9.3379
C -4.5414 -6.6725 8.4431
C -3.4306 -7.2331 8.9282
N -3.2297 -7.4723 10.2383
H -2.7096 -9.2032 14.4164
H -1.2534 -11.8463 17.5998
H 0.2883 -13.7445 16.8089
H 0.2178 -14.2819 14.4820
H -0.8862 -12.9986 12.7113
H -4.5783 -7.8303 13.3277
H -6.2425 -6.3900 11.4025
H -6.5225 -5.9530 8.8860
H -4.8014 -6.4832 7.3790
H -2.5306 -7.3672 8.3547
H -0.2982 -8.4285 9.6415
N -3.3634 -11.9920 6.5820
C -3.9993 -11.7986 7.9414
C -3.1282 -10.8437 8.7783
O -3.4284 -10.3355 9.8811
O -2.0409 -10.5384 8.0785
H -3.1578 -12.9558 6.3447
H -2.1573 -11.0569 7.1841
H -3.8988 -11.6556 5.7992
H -4.0651 -12.7537 8.4509
H -4.9791 -11.3294 7.9627
*
```

***

No. 4
Formula: C15H16N2O2
Source: the OMol25 dataset
Level of theory: ωB97M-V/def2-TZVPD

Values from the calculation:
**Calculated total energy**: -22890.00029 eV
**Frontier orbital gap**: 9.18 eV
**ΔE to the lowest compared entry with this formula, charge and spin**: 18.0 kcal/mol
**LUMO energy**: 0.0224 Eh
**Largest force on an atom**: 0.76 eV Å⁻¹

ORCA input file:
```
! RIJCOSX wB97M-V def2-TZVPD def2/J DEFGRID3
* xyz 0 1
C 5.2084 0.3182 -0.3302
C 4.1286 0.8542 0.6015
C 3.4509 -0.2781 1.3773
O 2.7895 -1.2031 0.5357
C 1.6167 -0.8637 -0.0528
C 1.1177 -1.7853 -0.9784
C -0.0679 -1.5457 -1.6410
C -0.7971 -0.3966 -1.3861
C -0.3220 0.5120 -0.4483
C 0.8879 0.2923 0.2017
H 1.2258 1.0412 0.9004
C -1.0242 1.7971 -0.1919
O -0.4444 2.8629 -0.1469
N -2.3892 1.7595 -0.0719
C -3.2441 0.6861 0.1618
C -4.5707 0.7627 -0.2623
C -5.4198 -0.3003 -0.0144
C -4.9172 -1.4023 0.6614
N -3.6700 -1.4706 1.0946
C -2.8572 -0.4617 0.8610
H -1.8560 -0.5631 1.2551
H -5.5368 -2.2609 0.8794
H -6.4491 -0.2703 -0.3361
H -4.9218 1.6453 -0.7792
H -2.8263 2.6738 -0.1095
H -1.7144 -0.2030 -1.9209
H -0.4280 -2.2595 -2.3662
H 1.6903 -2.6801 -1.1649
H 2.7608 0.1238 2.1293
H 4.2080 -0.8780 1.8904
H 4.5638 1.5491 1.3219
H 3.3817 1.3944 0.0170
H 5.6470 1.1271 -0.9090
H 5.9972 -0.1688 0.2391
H 4.7819 -0.4085 -1.0175
*
```

***

No. 5
Formula: C15H16N2O2
Source: the OMol25 dataset
Level of theory: ωB97M-V/def2-TZVPD

Values from the calculation:
**Calculated total energy**: -22890.02430 eV
**Frontier orbital gap**: 9.16 eV
**ΔE to the lowest compared entry with this formula, charge and spin**: 17.5 kcal/mol
**LUMO energy**: 0.0167 Eh
**Largest force on an atom**: 0.63 eV Å⁻¹

ORCA input file:
```
! RIJCOSX wB97M-V def2-TZVPD def2/J DEFGRID3
* xyz 0 1
O 1.5803 3.2599 -0.1948
C 1.5041 2.0801 0.0523
N 0.9915 1.5624 1.2080
C 0.4471 2.2380 2.3004
C 0.3646 3.6257 2.3941
C -0.1956 4.1756 3.5344
C -0.6510 3.3318 4.5358
N -0.5759 2.0135 4.4522
C -0.0448 1.4850 3.3701
H -0.0056 0.4016 3.3470
H -1.0946 3.7175 5.4432
H -0.2750 5.2463 3.6395
H 0.7308 4.2462 1.5931
H 0.9822 0.5554 1.2977
C 1.9558 0.9984 -0.9175
H 2.5569 0.2521 -0.3924
H 2.5751 1.4705 -1.6808
C 0.7447 0.3347 -1.5763
C 1.1755 -0.7469 -2.5733
O 0.0740 -1.4159 -3.1415
C -0.6122 -2.3389 -2.4065
C -0.2481 -2.8096 -1.1498
C -1.0259 -3.7674 -0.5188
C -2.1662 -4.2635 -1.1204
C -2.5298 -3.7978 -2.3747
C -1.7632 -2.8457 -3.0126
H -2.0299 -2.4730 -3.9889
H -3.4180 -4.1780 -2.8568
H -2.7670 -5.0063 -0.6186
H -0.7298 -4.1251 0.4568
H 0.6409 -2.4529 -0.6524
H 1.6901 -0.2869 -3.4212
H 1.8657 -1.4575 -2.0996
H 0.0958 -0.1153 -0.8206
H 0.1578 1.0862 -2.1071
*
```

***

No. 6
Formula: C15H16N8SV
Source: the OMol25 dataset
Level of theory: ωB97M-V/def2-TZVPD

Values from the calculation:
**Calculated total energy**: -64245.63219 eV
**Frontier orbital gap (spin up / spin down)**: 7.16 / 6.46 eV
**ΔE to the lowest compared entry with this formula, charge and spin**: 0.0 kcal/mol
**LUMO energy (spin up / spin down)**: -0.2374 / -0.2386 Eh
**Largest force on an atom**: 0.66 eV Å⁻¹

ORCA input file:
```
! RIJCOSX wB97M-V def2-TZVPD def2/J DEFGRID3
* xyz 2 2
V 0.1870 1.1156 0.5047
N -3.0616 -0.7595 -1.7509
C -2.3423 0.0712 -1.0183
N -1.0839 -0.1244 -0.7028
C -0.4210 -1.2556 -1.2048
N 0.8517 -1.3982 -1.0344
N 1.3699 -0.3061 -0.3642
C 2.6323 -0.1286 -0.4799
C 3.1245 1.1110 0.1097
C 4.4398 1.5295 0.0131
C 4.7865 2.7656 0.5420
C 3.8034 3.5467 1.1296
C 2.5018 3.0738 1.1664
N 2.1592 1.8810 0.6678
C -1.1875 -2.2309 -1.9646
C -0.6221 -3.4145 -2.4503
C -1.3914 -4.2885 -3.1864
C -2.7308 -3.9983 -3.4554
C -3.3085 -2.8343 -2.9891
C -2.5278 -1.9600 -2.2441
H -4.0235 -0.5268 -1.9536
H -2.8299 0.9684 -0.6548
H 3.2596 -0.8038 -1.0509
H 5.1710 0.8956 -0.4687
H 5.8064 3.1203 0.4877
H 4.0332 4.5167 1.5457
H 1.6974 3.6586 1.5952
H 0.4174 -3.6251 -2.2446
H -0.9556 -5.2029 -3.5634
H -3.3229 -4.6898 -4.0385
H -4.3449 -2.6055 -3.2013
N -0.0391 0.0663 2.3988
N -0.9346 0.6569 3.3199
C -1.5479 1.8210 3.0535
N -2.3548 2.3148 3.9781
S -1.3518 2.6728 1.5751
H -0.3559 -0.8825 2.2061
H 0.8753 -0.0089 2.8423
H -1.0402 0.2001 4.2152
H -2.5185 1.8667 4.8671
H -2.8200 3.1917 3.8032
*
```

***

Which value of largest force on an atom does entry 6 give?
0.66 eV Å⁻¹

***

Look up the largest force on an atom of the sixth one.
0.66 eV Å⁻¹

***

Number 1 is which compound?
C15H16ClNOP2S3Sn

***

Among the records above, which one has the lowest calculated total energy?
C15H16ClNOP2S3Sn